Record 1
Computed, not measured: C37H26NPPdSe as an isolated structure, with ωB97M-V/def2-TZVPD.

```
67
Properties=species:S:1:pos:R:3:mulliken_spin:R:1
Pd -0.12903 -0.23770 0.17488 -0.01
C 4.22399 -0.37906 0.04619 0.04
C 4.59905 -0.22734 1.37484 -0.02
C 3.61684 -0.11958 2.34723 0.03
C 2.25289 -0.17191 2.02944 -0.11
C 1.86361 -0.28743 0.67685 0.10
C 2.87267 -0.40156 -0.27977 0.00
C 1.24063 -0.06716 3.11112 0.22
C 1.53216 -0.40486 4.42551 -0.05
C 0.55855 -0.28484 5.41936 0.35
C -0.71860 0.21720 5.08264 -0.07
C -1.77158 0.40402 5.99646 0.16
C -3.00862 0.91400 5.59427 0.02
C -3.20620 1.26413 4.26615 0.01
C -2.18375 1.09209 3.33431 0.16
C -0.93296 0.54748 3.69855 -0.05
N 0.00890 0.36554 2.74871 0.18
H 4.97384 -0.46808 -0.73450 0.01
H 5.64674 -0.18025 1.65533 0.00
H 3.91864 0.03310 3.37733 -0.01
H 2.59009 -0.50765 -1.32332 0.00
H 2.50563 -0.80364 4.68280 -0.02
H 0.77176 -0.57477 6.44371 0.03
H -1.60432 0.13734 7.03698 0.00
H -3.80380 1.04378 6.32150 0.02
H -4.15581 1.67896 3.94290 0.02
H -2.31525 1.38970 2.29899 0.03
C -5.98716 -1.86351 0.80525 -0.01
C -5.92407 -1.60860 -0.55937 0.01
C -4.76119 -1.09375 -1.11331 0.00
C -3.65455 -0.83069 -0.30694 -0.05
C -3.71520 -1.11524 1.05571 0.03
C -4.88328 -1.61813 1.61027 0.00
P -2.09322 -0.10642 -0.90976 0.01
C -2.06482 -0.68842 -2.64420 -0.02
C -2.14799 0.15816 -3.74576 0.00
C -2.07792 -0.35616 -5.03521 0.00
C -1.92669 -1.71952 -5.23680 0.00
C -1.82914 -2.56750 -4.14038 0.01
C -1.88857 -2.05670 -2.85490 0.00
C -2.41190 1.67355 -1.08273 0.01
C -3.59252 2.25560 -1.45870 -0.01
C -3.65206 3.65272 -1.64422 0.00
C -2.53051 4.41475 -1.45819 0.00
C -1.30186 3.83956 -1.04543 0.00
C -0.14910 4.62104 -0.80880 0.00
C 0.98786 4.00449 -0.36164 0.00
C 1.03223 2.61447 -0.12768 0.01
C -0.05071 1.78314 -0.34156 -0.01
C -1.23502 2.43692 -0.83088 0.00
H -6.89604 -2.26537 1.23869 0.00
H -6.77990 -1.81383 -1.19242 0.00
H -4.70518 -0.90550 -2.17986 0.00
H -2.84514 -0.94654 1.67979 0.03
H -4.91645 -1.82210 2.67316 0.01
H -2.26391 1.22534 -3.60355 0.00
H -2.13803 0.31822 -5.88170 0.00
H -1.87099 -2.11931 -6.24287 0.00
H -1.68466 -3.63137 -4.28512 0.00
H -1.74976 -2.71128 -2.00021 0.01
H -4.47951 1.65244 -1.61778 0.00
H -4.58763 4.11616 -1.93716 0.00
H -2.56787 5.49028 -1.60461 0.00
H -0.19252 5.69385 -0.96776 0.00
H 1.87707 4.59467 -0.16037 0.00
H 1.95404 2.19472 0.25621 -0.01
Se -0.18036 -2.69534 0.48734 0.96
```

Properties
energy relative to the best compared isomer or geometry (same formula, charge and spin): 0.0 kcal/mol
frontier orbital gap (alpha / beta): 2.957 / 5.597 eV
LUMO level (alpha / beta): 0.1630 / 0.1629 Ha
F_max: 0.58 eV Å⁻¹
net charge: -2
DFT total energy: -118396.603 eV
molar mass: 701.0 g mol⁻¹
multiplicity: 3
<S²>: 2.028


Record 2
Computed, not measured: the molecule C6H12O at a distorted geometry, with ωB97M-V/def2-TZVPD.

```
19
Properties=species:S:1:pos:R:3:nbo_charge:R:1
C 2.01100 1.22606 -0.30413 -0.61
C 0.68505 0.41503 -0.36741 -0.24
C 0.66486 -1.10626 -0.96121 -0.61
C 0.14073 -0.10669 0.94023 0.05
O -0.76956 0.39678 2.05728 -0.51
C -1.25431 -0.48476 1.08782 0.05
C -2.28648 0.12488 0.17088 -0.64
H 2.40684 1.48354 -1.29920 0.21
H 1.86291 2.19151 0.20945 0.22
H 2.79742 0.69511 0.24558 0.21
H -0.01132 0.98027 -1.00490 0.21
H 0.66498 -1.97942 -0.26547 0.22
H 1.53091 -1.24386 -1.59146 0.21
H -0.26935 -1.23311 -1.52353 0.21
H 0.93785 -0.68893 1.39346 0.19
H -1.45389 -1.51827 1.37060 0.17
H -2.07401 1.18594 0.00482 0.22
H -3.27473 0.05422 0.63101 0.22
H -2.30890 -0.39205 -0.79381 0.21
```

Properties
energy relative to the best compared isomer or geometry (same formula, charge and spin): 55.5 kcal/mol
frontier orbital gap: 10.965 eV
LUMO level: 0.0382 Ha
F_max: 1.79 eV Å⁻¹
DFT total energy: -8461.947 eV
molar mass: 100.2 g mol⁻¹
multiplicity: 1


Record 3
Computed, not measured: the molecule C4H5NO at a distorted geometry, with ωB97M-V/def2-TZVPD.

```
11
Properties=species:S:1:pos:R:3:nbo_charge:R:1
C -1.33926 -0.44679 -0.01263 -0.61
C -0.20966 -0.04643 0.89364 0.12
C 0.35380 1.17812 0.56255 0.00
N 1.35845 0.98557 -0.33773 -0.48
C 1.45740 -0.31979 -0.41671 0.34
O 0.74082 -0.99576 0.46396 -0.42
H -1.66667 -1.48194 0.08644 0.22
H -2.17193 0.25828 -0.05480 0.22
H -0.65979 -0.42668 -0.95978 0.19
H 0.00799 2.17416 0.82152 0.22
H 2.12885 -0.87874 -1.04644 0.20
```

Properties
energy relative to the best compared isomer or geometry (same formula, charge and spin): 66.2 kcal/mol
frontier orbital gap: 9.088 eV
LUMO level: 0.0093 Ha
F_max: 2.01 eV Å⁻¹
DFT total energy: -7763.655 eV
molar mass: 83.1 g mol⁻¹
multiplicity: 1


Record 4
Computed, not measured: C3H9F16K2N8O36PS16 as an isolated structure at a distorted geometry, with ωB97M-V/def2-TZVPD.

```
91
Properties=species:S:1:pos:R:3:mulliken_charge:R:1
K -11.43492 15.05246 14.00667 0.85
K -13.01224 14.58473 9.85794 0.87
N -18.63394 17.56987 9.51968 -0.16
S -18.89867 16.11158 10.39063 1.09
O -19.57886 15.09928 9.57263 -0.63
O -19.09991 16.04318 11.81743 -0.57
F -17.41390 15.56390 10.32754 -0.09
S -19.87015 18.21057 9.98869 0.95
O -19.71072 18.77793 11.33449 -0.65
O -21.13309 17.54844 9.55393 -0.65
F -19.93503 19.59338 9.19083 -0.29
N -8.22367 18.02460 8.53617 -0.54
S -8.90357 18.48798 7.05507 1.08
O -9.36807 19.85317 6.79106 -0.61
O -9.55494 17.34695 6.40317 -0.42
F -7.51549 18.45544 6.20843 -0.35
S -9.57198 17.82739 9.13518 1.11
O -10.11453 16.49062 9.22213 -0.01
O -10.39664 18.97773 9.32587 -0.60
F -8.94571 17.86775 10.62182 -0.45
N -12.12732 9.93327 10.52393 -0.11
S -13.44676 10.73172 11.09203 0.93
O -14.65062 10.04649 11.61299 -0.61
O -13.58555 11.95756 10.33355 -0.36
F -12.75795 11.26230 12.43485 -0.38
S -12.81164 8.68450 10.09651 1.00
O -14.01744 8.83201 9.26156 -0.50
O -12.66776 7.50108 10.93882 -0.76
F -11.72784 8.32370 8.92623 -0.34
N -15.54922 10.71629 4.71251 -0.44
S -14.46201 10.63095 3.49157 1.11
O -13.46613 9.56743 3.50621 -0.55
O -14.19475 11.93256 2.89351 -0.59
F -15.54411 10.07801 2.46502 -0.33
S -14.53230 10.97868 5.77713 1.02
O -13.83657 12.25132 5.84902 -0.29
O -13.77690 9.80713 6.21740 -0.62
F -15.63832 11.02977 6.95647 -0.26
N -11.10943 13.90172 5.01113 -0.12
S -10.63937 12.56099 4.40251 0.88
O -11.53595 11.41114 4.27311 -0.47
O -9.18921 12.31755 4.39794 -0.67
F -10.89005 13.22089 2.93814 -0.38
S -10.87035 13.46438 6.62551 0.81
O -10.18342 12.25484 7.10153 -0.66
O -11.92171 13.86620 7.55906 -0.23
F -9.79222 14.66980 6.88391 -0.29
N -13.10756 16.14659 12.08682 0.13
S -12.96718 17.67647 12.06532 0.87
O -12.87429 18.43645 13.31258 -0.69
O -13.50250 18.36593 10.91446 -0.46
F -11.38554 17.45683 11.71955 -0.25
S -14.61450 16.22931 12.87058 0.83
O -15.68587 16.96528 12.15743 -0.49
O -14.52805 16.27059 14.27877 -0.66
F -14.89412 14.67047 12.56271 -0.12
N -15.03132 18.46221 7.79890 -0.10
S -14.38518 19.68603 7.13306 0.97
O -14.59602 19.96278 5.72862 -0.68
O -13.16312 20.27235 7.68929 -0.58
F -15.49472 20.70694 7.78248 -0.38
S -13.83840 17.47623 7.12775 1.01
O -12.37970 17.55369 7.40218 -0.38
O -14.06293 16.98308 5.80294 -0.59
F -14.12248 16.13496 7.91540 -0.26
N -8.71850 11.79026 11.44460 -0.05
S -7.26453 11.74002 11.81243 0.92
O -6.75211 12.62153 12.86627 -0.64
O -6.37401 11.41513 10.66479 -0.65
F -7.44419 10.41397 12.59109 -0.29
S -8.69418 13.38078 11.02562 1.01
O -7.89933 13.77980 9.84955 -0.51
O -8.85808 14.29640 12.09051 -0.60
F -10.25096 13.27488 10.48427 -0.18
C -17.61285 11.96794 10.19876 -0.46
O -17.70365 10.83970 11.04039 -0.31
P -17.82607 11.09066 12.65926 0.88
O -18.22426 9.85561 13.40728 -0.81
O -18.88855 12.34414 12.78827 -0.26
C -20.29069 12.22120 12.46713 -0.68
O -16.44467 11.86135 13.11439 0.37
C -15.89340 11.62376 14.42431 -1.01
H -18.54327 12.19817 9.67972 0.24
H -16.81434 11.82581 9.47056 0.36
H -17.32172 12.86267 10.74906 0.08
H -20.85927 12.22491 13.39708 0.22
H -20.44070 11.34865 11.83131 0.32
H -20.50937 13.11220 11.87858 0.18
H -15.81858 12.40672 15.17895 0.26
H -14.96204 11.09786 14.21431 0.27
H -16.45777 10.78977 14.84153 0.45
```

Properties
energy relative to the best compared isomer or geometry (same formula, charge and spin): 0.0 kcal/mol
frontier orbital gap: 4.535 eV
LUMO level: 0.2665 Ha
F_max: 10.41 eV Å⁻¹
net charge: -6
DFT total energy: -347650.624 eV
molar mass: 1659.3 g mol⁻¹
multiplicity: 1


Record 5
Computed, not measured: BrMg as an isolated structure at a distorted geometry, with ωB97M-V/def2-TZVPD.

```
2
Properties=species:S:1:pos:R:3:nbo_charge:R:1
Mg 22.77831 4.15941 -8.97187 1.65
Br 20.52351 3.87117 -8.32936 -0.65
```

Properties
energy relative to the best compared isomer or geometry (same formula, charge and spin): 1.5 kcal/mol
frontier orbital gap: 7.186 eV
LUMO level: -0.2950 Ha
F_max: 1.26 eV Å⁻¹
net charge: +1
DFT total energy: -75480.143 eV
molar mass: 104.2 g mol⁻¹
multiplicity: 1


Record 6
Computed, not measured: the molecule C3H5NO2S at a distorted geometry, with ωB97M-V/def2-TZVPD.

```
12
Properties=species:S:1:pos:R:3:nbo_charge:R:1
C 1.67238 -0.10821 -0.25485 0.68
C 0.80181 1.06595 0.23519 -0.53
C -0.34461 0.06932 0.38193 -0.27
N 0.72700 -1.04733 0.00393 -0.62
O 2.83471 -0.26942 -0.55840 -0.57
O -2.67786 -0.65576 0.15574 -0.82
S -1.63567 0.34012 -0.72679 0.54
H 1.25382 1.69370 0.96453 0.25
H 0.63415 1.73569 -0.51481 0.22
H -0.57078 0.00927 1.46877 0.25
H 0.50425 -1.80841 -0.64975 0.40
H -3.19919 -1.02491 -0.50549 0.47
```

Properties
energy relative to the best compared isomer or geometry (same formula, charge and spin): 46.6 kcal/mol
frontier orbital gap: 9.275 eV
LUMO level: 0.0023 Ha
F_max: 3.54 eV Å⁻¹
DFT total energy: -19610.490 eV
molar mass: 119.1 g mol⁻¹
multiplicity: 1


Record 7
Computed, not measured: a 6-piece molecular cluster, C35H36ClNO15P3 overall at a distorted geometry, with ωB97M-V/def2-TZVPD.

```
91
Properties=species:S:1:pos:R:3:mulliken_charge:R:1
C 2.49521 -2.57655 7.50311 -1.10
C 2.94387 -1.23915 6.71235 0.05
N 4.37796 -1.22155 6.30602 -0.47
P 4.62223 -1.40265 4.55186 0.83
C 4.87819 -1.56414 2.63109 -1.15
C 6.34837 -0.48060 4.61921 -1.28
C 6.66748 0.16062 6.04486 0.45
O 7.29797 -0.41588 6.97332 -0.52
Cl 6.13443 1.90049 6.45344 -0.25
P 3.73061 0.59917 4.11375 0.01
O 2.26354 0.39221 3.57188 -0.67
P 5.75910 -3.29526 4.74713 0.73
O 6.56715 -3.63582 3.45494 -0.74
O 6.90763 -3.29571 6.01677 -0.52
O 4.64561 -4.58544 5.08635 -0.62
H 2.00413 -3.28892 6.73324 0.24
H 1.64003 -2.26724 8.21504 0.36
H 3.36517 -3.08631 8.04920 0.30
H 2.19538 -1.06496 5.86975 -0.17
H 2.79032 -0.36767 7.46350 0.31
H 4.83378 -1.95691 6.86631 0.23
H 3.35963 -2.07497 4.35065 0.16
H 4.49076 -2.57699 2.23391 0.35
H 4.18734 -0.77438 2.14386 0.40
H 5.94332 -1.32788 2.30241 0.25
H 7.20262 -1.19638 4.30611 0.51
H 6.34098 0.38353 3.85338 0.51
H 4.43424 1.26449 3.02900 0.14
H 3.60129 1.42489 5.27739 0.06
H 7.74376 -3.71874 5.72671 0.30
H 4.04917 -4.17340 5.76731 0.35
C -0.85420 0.41792 4.42415 -0.02
C -1.99611 1.08440 4.24072 -0.44
C -3.29192 0.37996 4.16121 0.30
O -4.33500 0.98864 3.99114 -0.61
C -3.27731 -1.09233 4.29468 -0.52
C -2.13811 -1.76041 4.47829 -0.37
C -0.83939 -1.05655 4.55779 0.25
O 0.19661 -1.66752 4.72728 -0.44
H 0.10553 0.91936 4.48321 0.45
H -2.02545 2.16299 4.14168 0.51
H -4.23646 -1.59180 4.23474 0.39
H -2.11031 -2.83871 4.57720 0.43
C -2.56174 2.47099 -0.45013 -0.33
C -2.44495 2.99533 0.77017 -0.39
C -1.28420 3.83418 1.13683 0.29
O -1.17670 4.31097 2.25083 -0.57
C -0.25931 4.07037 0.09819 -0.58
C -0.37577 3.54605 -1.12284 -0.32
C -1.53624 2.70772 -1.48861 0.49
O -1.64666 2.22738 -2.60736 -0.57
H -3.40554 1.85339 -0.73508 0.57
H -3.18728 2.83246 1.54249 0.50
H 0.58351 4.68726 0.38349 0.43
H 0.36542 3.70843 -1.89442 0.50
C 0.64528 4.73732 -6.36226 -0.38
C 0.05097 4.49850 -7.53116 -0.54
C -1.11329 3.59300 -7.62844 0.23
O -1.65533 3.37322 -8.69782 -0.58
C -1.59415 2.96395 -6.38099 -0.34
C -1.00037 3.20143 -5.20848 -0.32
C 0.16479 4.10823 -5.11304 0.24
O 0.70902 4.33033 -4.04723 -0.53
H 1.49944 5.39716 -6.27297 0.43
H 0.38977 4.95147 -8.45478 0.40
H -2.44839 2.30470 -6.47249 0.56
H -1.34207 2.74451 -4.27852 0.92
C -5.29096 -2.82829 -3.41372 -0.46
C -5.75931 -1.87938 -2.60253 -0.49
C -4.89317 -0.77703 -2.13232 0.54
O -5.31956 0.08893 -1.39019 -0.56
C -3.49076 -0.76702 -2.59669 0.15
C -3.02192 -1.71622 -3.40794 -0.31
C -3.88718 -2.81774 -3.87824 0.31
O -3.46131 -3.68519 -4.62270 -0.65
H -5.91054 -3.64307 -3.76762 0.43
H -6.78460 -1.87160 -2.25357 0.43
H -2.87155 0.04791 -2.24334 0.11
H -1.99768 -1.72364 -3.75671 0.41
C -3.81129 -2.08978 -7.11881 -0.12
C -4.62129 -2.23651 -8.16873 -0.57
C -4.51380 -1.35402 -9.34993 0.34
O -5.25400 -1.48586 -10.30741 -0.57
C -3.47319 -0.30376 -9.32341 -0.45
C -2.66340 -0.15729 -8.27422 -0.39
C -2.77073 -1.03926 -7.09395 0.32
O -2.02968 -0.90565 -6.13725 -0.50
H -3.87683 -2.72750 -6.24265 0.54
H -5.38811 -3.00057 -8.20432 0.45
H -3.40783 0.33344 -10.19652 0.44
H -1.89672 0.60691 -8.23854 0.53
```

Properties
energy relative to the best compared isomer or geometry (same formula, charge and spin): 61.8 kcal/mol
frontier orbital gap: 4.514 eV
LUMO level: -0.0207 Ha
F_max: 5.71 eV Å⁻¹
net charge: -1
DFT total energy: -109465.408 eV
molar mass: 839.0 g mol⁻¹
multiplicity: 1


Record 8
Computed, not measured: C12H28FIInO as an isolated structure, with ωB97M-V/def2-TZVPD.

```
44
Properties=species:S:1:pos:R:3:mulliken_charge:R:1
C 5.00338 1.00163 -1.73459 -1.14
C 4.25909 0.25346 -2.84081 0.49
F 4.79923 -1.07121 -2.86352 -0.39
C 2.78173 0.17798 -2.67367 -1.32
In 1.74744 2.17022 -2.74109 0.72
I 1.48068 3.04233 -5.43228 -0.53
C -0.18653 2.28739 -1.62832 -1.10
C -1.20107 1.15247 -1.76658 -0.30
C -0.59414 -0.17761 -2.09714 -0.23
O -1.59488 -1.20490 -2.10989 -0.60
H 4.30168 1.53527 -1.11256 0.26
H 5.72745 1.69143 -2.14464 0.24
H 5.51788 0.26322 -1.13018 0.36
H 4.48449 0.70064 -3.80143 0.29
H 2.52232 -0.29681 -1.73188 0.28
H 2.37228 -0.45582 -3.45347 0.45
H 2.84218 3.37318 -1.98928 -0.38
H 0.07304 2.46753 -0.59065 0.31
H -0.66807 3.19226 -1.97801 0.40
H -1.97271 1.36981 -2.50100 0.33
H -1.72092 1.01685 -0.81893 0.05
H 0.15448 -0.40903 -1.33898 0.08
H -0.06871 -0.14365 -3.04852 0.39
H -1.16744 -2.01960 -1.79975 0.34
C -4.18429 -1.82370 2.20751 -1.20
C -2.80432 -2.32685 2.62061 -0.29
C -2.15660 -1.49208 3.72412 -0.75
C -1.89737 -0.03113 3.35331 -0.94
C -1.02902 0.17010 2.11266 0.32
C 0.37885 -0.40135 2.25329 -1.22
H -4.13989 -0.81331 1.79996 0.27
H -4.61700 -2.46598 1.43945 0.37
H -4.86589 -1.81528 3.06164 0.31
H -2.15409 -2.36089 1.74293 0.19
H -2.89416 -3.35874 2.97218 0.37
H -1.21636 -1.96607 4.01989 0.31
H -2.79814 -1.51772 4.61175 0.40
H -1.42053 0.46379 4.20594 0.42
H -2.85135 0.48290 3.20470 0.33
H -0.95527 1.24131 1.91027 0.36
H -1.51493 -0.26845 1.23692 -0.16
H 0.90503 0.05507 3.09470 0.33
H 0.95714 -0.20651 1.34909 0.30
H 0.36532 -1.48214 2.40625 0.29
```

Properties
energy relative to the best compared isomer or geometry (same formula, charge and spin): 4.0 kcal/mol
frontier orbital gap: 7.695 eV
LUMO level: 0.0989 Ha
F_max: 0.90 eV Å⁻¹
net charge: -1
DFT total energy: -30939.565 eV
molar mass: 449.1 g mol⁻¹
multiplicity: 1